i.
Formula: C4H12NO2
Source: the OMol25 dataset
Level of theory: ωB97M-V with the def2-TZVPD basis set

The geometry in XYZ format:
```
19
Properties=species:S:1:pos:R:3:lowdin_charge:R:1
C 2.46553 1.93890 0.25405 -0.085
C 1.07299 1.74794 -0.20120 -0.129
C 0.00720 2.14541 0.48173 -0.089
N -1.36310 1.60243 0.41065 0.043
C -2.33069 2.05843 -0.30497 0.153
H 2.60432 2.57667 1.16252 0.101
H 3.00192 0.91133 0.32570 0.131
H 3.09645 2.28271 -0.57168 0.083
H 1.08509 1.02872 -0.98898 0.094
H 0.17422 2.89493 1.24466 0.128
H -1.53344 0.64727 0.92732 0.227
H -3.39245 1.63778 -0.35238 0.142
H -2.24285 3.00989 -1.01206 0.171
H -0.40000 -6.76092 1.17542 0.001
H -1.13892 -6.76786 -0.07037 0.025
O -0.95613 -6.21890 0.67690 -0.025
H 0.37205 -1.19612 -1.62077 0.063
H -0.34459 -2.24732 -0.73521 0.054
O -0.17760 -1.29128 -0.80134 -0.087
```

Total charge = +1
Molar mass = 106.14 Da
LUMO = -4.887 eV

=====

ii.
Formula: C4H12NO2
Source: the OMol25 dataset
Level of theory: ωB97M-V with the def2-TZVPD basis set

The geometry in XYZ format:
```
19
Properties=species:S:1:pos:R:3:lowdin_charge:R:1
O 2.52808 -0.89345 -1.01447 0.100
C 2.41156 -0.83843 0.17371 -0.202
C 1.02820 -0.88484 0.81016 -0.089
N 0.00864 -0.56250 -0.20412 0.035
C -0.01399 0.96476 -0.46136 -0.137
C -0.49571 1.71816 0.75948 -0.069
H 3.28172 -0.69924 0.84042 0.145
H 0.86311 -1.86796 1.25180 0.148
H 0.95236 -0.24100 1.68858 0.132
H -0.91970 -0.84496 0.11536 0.137
H 0.17700 -0.90245 -1.15286 0.167
H -0.65491 1.10811 -1.32486 0.126
H 1.00961 1.27777 -0.64707 0.125
H 0.27627 2.37582 1.16243 0.090
H -0.79189 1.13358 1.63522 0.086
H -1.34745 2.36790 0.55181 0.090
H -2.81780 -1.84342 -1.48256 0.063
H -3.02060 -0.34375 -1.57043 0.083
O -2.47450 -1.02409 -1.13125 -0.034
```

Total charge = +1
Molar mass = 106.14 Da
LUMO = -3.234 eV

=====

iii.
Formula: C4H12NO2
Source: the OMol25 dataset
Level of theory: ωB97M-V with the def2-TZVPD basis set

The geometry in XYZ format:
```
19
Properties=species:S:1:pos:R:3:lowdin_charge:R:1
O -2.50358 0.83809 -1.71498 0.087
C -1.40504 0.50901 -2.11245 -0.179
C -0.28052 0.33874 -1.11288 -0.062
N -0.75510 1.12652 0.13697 0.006
C 0.29606 1.34626 1.12101 -0.196
C 1.27963 0.13906 1.36561 -0.045
H -1.22130 -0.27772 -2.90534 0.159
H 0.00058 -0.65944 -0.91767 0.097
H 0.64264 0.85718 -1.41789 0.151
H -1.48127 0.51845 0.57051 0.188
H -1.37680 1.93210 -0.27434 0.221
H -0.10715 1.39182 2.10322 0.108
H 0.70385 2.36928 0.75130 0.169
H 1.99004 0.10178 0.51498 0.084
H 0.66322 -0.83714 1.19565 0.091
H 1.77900 0.22027 2.30270 0.075
H -0.22926 -3.18823 0.07725 0.097
H 1.23720 -3.77483 0.23578 0.045
O 0.76783 -2.95120 0.08058 -0.094
```

Total charge = +1
Molar mass = 106.14 Da
LUMO = -4.052 eV

=====

iv.
Formula: C4H12NO2
Source: the OMol25 dataset
Level of theory: ωB97M-V with the def2-TZVPD basis set

The geometry in XYZ format:
```
19
Properties=species:S:1:pos:R:3:lowdin_charge:R:1
C 1.07221 -1.05656 -1.06384 0.004
C -0.43863 -0.71061 -0.58235 -0.447
O -1.11216 -0.49603 -1.75370 -0.034
C -0.50688 0.44068 0.36733 -0.216
N -0.10122 1.71052 -0.43636 0.210
C 0.39021 0.12726 1.59260 -0.232
O -0.47721 -0.02406 2.64597 0.001
H 1.17760 -1.95923 -1.61939 0.071
H 1.72336 -1.41474 -0.23515 0.077
H 1.39881 -0.01652 -1.58523 0.126
H -0.76362 -1.69157 -0.08065 0.187
H -1.94470 -1.08683 -1.68041 0.178
H -1.56039 0.68548 0.59765 0.174
H -0.79266 1.52492 -1.25928 0.192
H 0.82997 1.60491 -0.86767 0.143
H -0.27551 2.62321 0.06297 0.199
H 1.07113 1.06078 1.89296 0.173
H 1.27344 -0.52291 1.49000 0.119
H -0.96372 -0.79872 2.51455 0.075
```

Total charge = +1
Molar mass = 106.14 Da
LUMO = -3.486 eV

=====

Which of them is the most stable, and which is the least stable? ii and i, in that order.

=====

i.
Formula: C27H27F9O27
Source: the OMol25 dataset
Level of theory: ωB97M-V with the def2-TZVPD basis set

The geometry in XYZ format:
```
90
Properties=species:S:1:pos:R:3:lowdin_charge:R:1
O -21.33286 10.46712 -3.42783 0.159
C -22.13829 9.74616 -3.91940 -0.569
O -22.74126 9.78336 -5.05975 0.126
C -24.05491 9.15679 -4.92802 0.000
C -23.90235 8.26416 -3.73379 -0.290
F -23.73915 6.96729 -4.08484 0.060
O -22.67224 8.72263 -3.18235 0.122
H -24.85783 9.85785 -4.65088 0.146
H -24.29310 8.65486 -5.86284 0.150
H -24.70996 8.22863 -2.98928 0.176
O -16.99338 4.80192 -6.20791 0.181
C -16.28244 5.41547 -5.48810 -0.527
O -15.96814 6.74185 -5.58777 0.076
C -15.06094 7.04823 -4.55638 -0.059
C -15.29305 5.89482 -3.52655 -0.290
F -16.31996 6.16268 -2.66979 0.067
O -15.68336 4.90516 -4.39300 0.120
H -13.95978 6.97190 -4.80715 0.158
H -15.37503 8.07109 -4.23585 0.136
H -14.44114 5.71919 -2.86586 0.178
O -20.62897 5.62420 -2.62323 0.181
C -21.29325 4.87715 -3.25396 -0.495
O -20.98237 3.98732 -4.15970 0.084
C -22.06617 3.07406 -4.40856 -0.031
C -23.17727 3.60788 -3.62275 -0.390
F -23.57893 2.78119 -2.61966 0.070
O -22.67941 4.73147 -3.06368 0.117
H -22.15138 3.01153 -5.50752 0.143
H -21.79358 2.05300 -4.04393 0.160
H -24.02076 3.72516 -4.26645 0.163
O -22.70175 5.64934 -6.11329 0.175
C -21.97345 5.37641 -6.99891 -0.585
O -20.71995 5.01924 -6.93614 0.081
C -20.26279 4.58475 -8.28427 0.004
C -21.51570 4.54131 -9.03551 -0.323
F -22.05101 3.27110 -9.21717 0.031
O -22.46243 5.25534 -8.27699 0.138
H -19.53103 5.26267 -8.73853 0.149
H -19.89240 3.50644 -8.07768 0.181
H -21.43240 4.89943 -10.07882 0.175
O -16.81307 6.67145 1.69447 0.212
C -17.87937 6.93630 1.30921 -0.546
O -18.94085 7.21251 2.06935 0.074
C -20.12724 7.24191 1.35172 -0.064
C -19.62457 7.34495 -0.08309 -0.266
F -19.63636 8.69529 -0.47487 0.011
O -18.27040 6.99558 -0.02258 0.112
H -20.60408 6.23343 1.51702 0.165
H -20.65172 8.14661 1.63061 0.141
H -20.10852 6.80300 -0.93110 0.145
O -17.80787 3.49154 -0.68896 0.179
C -17.57714 2.93325 -1.71156 -0.546
O -16.40134 2.31853 -2.12835 0.056
C -16.50347 1.84013 -3.51364 -0.021
C -17.91704 2.22684 -3.83096 -0.243
F -18.66840 1.03772 -3.82975 0.014
O -18.44266 2.95890 -2.71643 0.124
H -15.80868 2.40776 -4.08934 0.116
H -16.50138 0.75857 -3.57118 0.141
H -18.10168 2.78068 -4.74549 0.155
O -18.06393 11.68780 -0.69569 0.147
C -19.18552 12.09101 -0.89311 -0.527
O -20.13626 12.35104 0.00946 0.099
C -21.24854 12.86625 -0.72364 -0.046
C -20.70831 13.15747 -2.18193 -0.295
F -20.42027 14.48704 -2.30895 0.057
O -19.51494 12.40071 -2.19133 0.099
H -22.10191 12.03182 -0.82931 0.175
H -21.68006 13.78464 -0.38575 0.119
H -21.39307 12.82187 -2.99906 0.159
O -19.30166 7.84422 -7.04525 0.163
C -19.20167 8.16578 -5.90424 -0.505
O -19.19629 7.28064 -4.85148 0.062
C -19.04926 7.97883 -3.59967 -0.059
C -18.63443 9.32744 -4.00539 -0.283
F -17.29957 9.55492 -3.95417 0.075
O -18.93414 9.42381 -5.41311 0.126
H -19.95343 8.00111 -3.14801 0.073
H -18.31065 7.38619 -3.05560 0.142
H -19.21257 10.16179 -3.52963 0.149
O -12.82462 8.48419 -2.45901 0.166
C -13.57341 9.26225 -1.97891 -0.561
O -14.18679 9.10662 -0.77494 0.080
C -15.05990 10.23061 -0.54009 -0.013
C -14.82356 11.12923 -1.77515 -0.309
F -14.07341 12.22592 -1.56479 0.083
O -14.18371 10.25053 -2.66114 0.120
H -16.04085 9.83550 -0.54624 0.117
H -14.80644 10.81946 0.28137 0.122
H -15.68097 11.46263 -2.36559 0.161
```

Molar mass = 954.47 Da
LUMO = 0.030 eV

=====

ii.
Formula: C27H27F9O27
Source: the OMol25 dataset
Level of theory: ωB97M-V with the def2-TZVPD basis set

The geometry in XYZ format:
```
90
Properties=species:S:1:pos:R:3:lowdin_charge:R:1
O -7.92367 0.26609 -6.53478 0.163
C -7.07418 0.91427 -5.97623 -0.587
O -6.80525 2.24695 -6.25712 0.059
C -5.63850 2.66719 -5.63519 -0.078
C -5.45009 1.56036 -4.54704 -0.282
F -5.83335 1.96259 -3.35091 0.110
O -6.30338 0.54927 -5.05803 0.179
H -4.78222 2.76613 -6.30235 0.132
H -5.76721 3.68058 -5.25495 0.138
H -4.43098 1.18080 -4.47321 0.167
O 2.27890 -0.68350 -4.14189 0.084
C 2.55401 -0.70605 -5.38330 -0.561
O 1.96054 -0.03936 -6.35854 0.091
C 2.52290 -0.39070 -7.62211 -0.016
C 3.78681 -1.06329 -7.11506 -0.283
F 4.87088 -0.16607 -7.10144 0.023
O 3.50739 -1.42200 -5.83414 0.186
H 1.78848 -1.07558 -8.04598 0.150
H 2.84561 0.44703 -8.24030 0.151
H 4.29165 -1.78094 -7.76176 0.175
O -2.93673 0.81309 3.13898 0.147
C -2.26925 0.52660 2.17186 -0.635
O -1.10456 0.04904 2.32660 0.121
C -0.52379 -0.29447 1.04923 -0.008
C -1.48890 0.40902 0.10291 -0.313
F -2.12737 -0.39311 -0.76340 0.075
O -2.51626 0.92306 0.92435 0.166
H 0.47660 0.09015 0.85075 0.136
H -0.45795 -1.36459 0.85274 0.143
H -0.94558 1.14065 -0.49511 0.166
O 1.54091 -6.61947 -0.07022 0.158
C 0.45843 -6.47848 -0.57745 -0.578
O 0.15006 -6.89831 -1.78176 0.086
C -1.27984 -6.78774 -2.00436 -0.026
C -1.77058 -5.92674 -0.82918 -0.238
F -2.68683 -6.69848 -0.11690 0.034
O -0.59463 -5.83154 -0.01669 0.125
H -1.54156 -6.24491 -2.91262 0.131
H -1.66418 -7.80459 -2.08448 0.142
H -2.21506 -4.97206 -1.11048 0.166
O 4.16674 4.09132 -1.19648 0.125
C 3.83710 4.25156 -0.02176 -0.529
O 4.50412 5.01206 0.85956 0.073
C 3.66473 5.33589 1.96219 -0.010
C 2.54651 4.18051 1.79100 -0.320
F 1.30894 4.55359 1.99713 0.095
O 2.62275 3.87944 0.42262 0.129
H 4.23204 5.18650 2.88085 0.130
H 3.21313 6.32516 2.03636 0.138
H 2.55936 3.24718 2.35387 0.168
O 4.94842 -2.39868 3.11928 0.087
C 5.39181 -2.41157 1.93144 -0.537
O 4.70963 -2.15378 0.87518 0.088
C 5.29975 -2.65733 -0.30290 -0.022
C 6.74834 -2.53860 0.16280 -0.355
F 7.28000 -1.36541 -0.04736 0.125
O 6.66264 -2.72660 1.57805 0.139
H 4.95706 -3.69155 -0.33539 0.155
H 5.32568 -2.03677 -1.19863 0.153
H 7.34760 -3.30190 -0.33355 0.168
O -1.13549 -4.57663 5.98797 0.114
C -0.41131 -3.62449 6.35994 -0.524
O -0.88868 -2.60096 7.08499 0.070
C 0.13470 -1.66567 7.35790 -0.060
C 1.32598 -2.55977 7.24269 -0.345
F 1.63744 -3.08598 8.42846 0.104
O 0.88782 -3.55017 6.38597 0.177
H 0.16117 -0.91200 6.57089 0.140
H -0.06544 -1.16674 8.30612 0.151
H 2.17108 -1.97657 6.87693 0.174
O -0.43465 3.54645 -8.00308 0.162
C -0.06118 4.01287 -6.96243 -0.641
O 1.13694 4.52916 -6.77550 0.087
C 1.22071 5.19028 -5.52005 -0.054
C 0.22748 4.37724 -4.78280 -0.306
F -0.34303 5.20941 -3.91040 0.092
O -0.67495 3.99907 -5.83628 0.178
H 2.20616 5.23743 -5.05662 0.151
H 0.83074 6.20334 -5.61869 0.148
H 0.78523 3.60646 -4.25092 0.182
O -2.90378 2.86988 10.04092 0.081
C -3.75345 2.05113 9.54146 -0.497
O -3.50099 0.82207 9.31593 0.087
C -4.54457 0.16193 8.56881 -0.013
C -5.71030 1.08898 8.91330 -0.321
F -6.22037 0.77280 10.11811 0.085
O -5.01031 2.29449 9.00430 0.117
H -4.27107 0.28781 7.52121 0.141
H -4.52416 -0.91539 8.73330 0.147
H -6.49930 1.04200 8.16272 0.173
```

Molar mass = 954.47 Da
LUMO = -0.319 eV

=====

Which of them is the most stable, and which is the least stable? i and ii, in that order.

=====

i.
Formula: C5H4N
Source: the OMol25 dataset
Level of theory: ωB97M-V with the def2-TZVPD basis set

The geometry in XYZ format:
```
10
Properties=species:S:1:pos:R:3:lowdin_charge:R:1
C 0.89746 -1.84957 1.43594 0.164
C 0.02145 -1.40104 0.54113 0.106
C 1.12319 0.30718 0.34110 0.082
C 1.62605 -0.81904 1.02258 0.174
C -1.10818 0.51766 -0.75269 0.063
N -0.16020 -0.09324 0.26478 -0.052
H 1.59613 1.11625 -0.02215 0.125
H -1.76894 1.19148 -0.09128 0.138
H -0.50114 1.15872 -1.51606 0.146
H -1.72583 -0.12839 -1.22336 0.053
```

Multiplicity = 3
Total charge = +1
Molar mass = 78.09 Da
LUMO (spin up / spin down) = -6.763 / -8.490 eV

=====

ii.
Formula: C5H4N
Source: the OMol25 dataset
Level of theory: ωB97M-V with the def2-TZVPD basis set

The geometry in XYZ format:
```
10
Properties=species:S:1:pos:R:3:lowdin_charge:R:1
C -3.82689 -0.46836 0.14072 0.210
C -2.67400 -0.35732 -0.02080 0.164
C -0.41433 0.34180 -0.16061 0.122
C 0.98117 0.37026 0.01351 -0.223
C 2.28640 -0.19524 0.13342 -0.003
N 0.33537 1.41058 -0.47327 0.255
H -4.85253 -0.45966 0.07928 0.063
H 2.38058 -1.04948 0.82669 0.111
H 2.98325 0.72727 0.33918 0.153
H 2.80096 -0.31985 -0.87812 0.148
```

Multiplicity = 3
Total charge = +1
Molar mass = 78.09 Da
LUMO (spin up / spin down) = -4.503 / -8.799 eV

=====

Which of them is the most stable, and which is the least stable? i and ii, in that order.